(1)
Density functional theory data (ωB97M-V with the def2-TZVPD basis set) for C37H42AsBrIrN7O7S3 as an isolated structure in a non-equilibrium geometry.

```
! RIJCOSX wB97M-V def2-TZVPD def2/J DEFGRID3
* xyz 1 2
Ir 0.39 0.56 0.08
N -2.93 -0.86 2.80
C -1.92 -0.27 2.18
S -2.04 -0.03 0.47
N -0.90 0.11 2.90
N 0.08 0.74 2.31
C 1.09 1.11 3.02
C 2.11 1.98 2.48
C 3.07 2.54 3.32
C 4.00 3.42 2.80
C 3.90 3.78 1.46
C 2.89 3.20 0.71
N 2.04 2.29 1.18
H -3.73 -1.20 2.27
H -2.87 -1.04 3.79
H 1.12 0.84 4.07
H 3.07 2.29 4.38
H 4.77 3.85 3.43
H 4.57 4.50 1.02
H 2.76 3.49 -0.33
C 4.52 0.77 -0.14
As 2.94 -0.37 -0.28
C 3.54 -1.73 0.97
C 3.31 -1.22 -2.05
C 4.61 -1.96 -2.06
C 5.80 -1.31 -2.37
C 7.01 -1.98 -2.31
C 7.04 -3.33 -1.98
C 5.86 -3.99 -1.70
C 4.65 -3.31 -1.74
H 5.41 0.18 -0.36
H 4.61 1.15 0.88
H 4.48 1.62 -0.82
H 4.59 -1.95 0.80
H 2.96 -2.64 0.87
H 3.40 -1.35 1.99
H 3.30 -0.41 -2.79
H 2.48 -1.89 -2.26
H 5.78 -0.27 -2.67
H 7.93 -1.46 -2.54
H 7.99 -3.86 -1.93
H 5.87 -5.05 -1.46
H 3.73 -3.84 -1.53
N -0.32 2.89 -0.21
C -1.45 3.56 0.32
C -1.83 3.32 1.65
C -2.88 4.01 2.19
C -3.53 4.95 1.40
C -3.19 5.20 0.09
C -2.14 4.48 -0.46
S -4.90 5.88 2.22
O -5.78 4.79 2.57
O -4.18 6.48 3.32
O -5.37 6.78 1.20
H 0.51 3.11 0.33
H -0.18 3.13 -1.18
H -1.28 2.59 2.23
H -3.21 3.85 3.21
H -3.73 5.94 -0.48
H -1.84 4.67 -1.49
C -6.96 -0.62 1.92
C -6.09 -1.60 1.18
C -5.58 -1.29 -0.08
C -4.79 -2.19 -0.77
C -4.51 -3.42 -0.20
C -5.00 -3.76 1.05
C -5.80 -2.85 1.73
S -3.46 -4.52 -1.10
O -3.81 -4.48 -2.49
O -3.38 -5.78 -0.42
N -1.97 -3.75 -0.99
C -1.07 -4.22 0.06
C 0.36 -3.74 -0.19
C 0.43 -2.23 -0.08
O 0.36 -1.54 -1.13
O 0.54 -1.69 1.04
H -6.91 0.36 1.47
H -6.66 -0.54 2.96
H -7.99 -0.96 1.90
H -5.80 -0.32 -0.52
H -4.40 -1.97 -1.75
H -4.77 -4.73 1.47
H -6.21 -3.11 2.70
H -1.54 -3.73 -1.91
H -1.08 -5.31 0.11
H -1.43 -3.83 1.01
H 0.68 -4.04 -1.19
H 1.02 -4.18 0.56
Br -2.04 -0.28 -2.68
C -0.40 0.47 -3.20
C -0.10 0.46 -4.56
C 1.06 1.08 -5.00
C 1.89 1.67 -4.06
C 1.53 1.60 -2.73
N 0.40 1.02 -2.29
H -0.78 -0.03 -5.25
H 1.30 1.10 -6.05
H 2.79 2.18 -4.35
H 2.17 2.02 -1.96
*
```

F_max: 5.88 eV/A
LUMO (spin up / spin down): -3.64 / -6.66 eV
HOMO energy (spin up / spin down): -0.3823 / -0.3846 Ha
ΔE to the lowest compared entry with this formula, charge and spin: 2.027 eV



(2)
Density functional theory data (ωB97M-V with the def2-TZVPD basis set) for C15H14BF2O5PdS as an isolated structure in a non-equilibrium geometry.

```
! RIJCOSX wB97M-V def2-TZVPD def2/J DEFGRID3
* xyz -1 1
Pd -0.03 2.42 -0.91
C -0.81 1.76 3.46
C -0.80 1.37 1.98
O 0.04 1.96 1.26
C -1.65 0.32 1.52
C -2.06 -0.71 2.39
C -2.66 -1.86 1.92
C -2.91 -2.00 0.55
C -2.60 -0.99 -0.31
C -2.03 0.24 0.12
O -1.95 1.21 -0.70
H -0.30 2.71 3.56
H -0.27 1.01 4.03
H -1.82 1.83 3.85
H -1.84 -0.64 3.45
H -2.91 -2.66 2.60
H -3.34 -2.92 0.18
H -2.83 -1.05 -1.37
F -2.36 4.41 -0.88
B -1.04 4.16 -0.98
F -0.41 5.33 -1.17
C 1.87 -3.74 -0.57
C 1.85 -2.27 -0.90
C 0.71 -1.66 -1.40
C 0.73 -0.32 -1.78
C 1.90 0.41 -1.64
C 3.04 -0.19 -1.12
C 3.01 -1.52 -0.75
S 2.06 2.07 -2.33
O 3.20 2.01 -3.21
O 0.79 2.33 -3.04
O 2.24 2.97 -1.19
H 0.88 -4.18 -0.69
H 2.19 -3.89 0.46
H 2.57 -4.26 -1.22
H -0.19 -2.24 -1.53
H -0.15 0.15 -2.23
H 3.94 0.41 -1.04
H 3.91 -1.99 -0.37
*
```

F_max: 3.09 eV/A
LUMO (spin up / spin down): 2.56 / 2.69 eV
HOMO energy (spin up / spin down): -0.1573 / -0.1548 Ha
ΔE to the lowest compared entry with this formula, charge and spin: 1.837 eV



(3)
Density functional theory data (ωB97M-V with the def2-TZVPD basis set) for a 2-piece molecular cluster, C3H8O4 overall in a non-equilibrium geometry.

```
! RIJCOSX wB97M-V def2-TZVPD def2/J DEFGRID3
* xyz 0 1
O 0.74 -0.25 1.79
C 0.15 -0.72 0.86
O -1.17 -1.10 1.01
C 0.64 -0.96 -0.54
C 0.80 0.39 -1.24
O 2.20 0.70 -1.26
H -1.37 -0.92 1.94
H 0.04 -1.67 -1.09
H 1.63 -1.39 -0.40
H 0.28 1.17 -0.68
H 0.49 0.35 -2.29
H 2.32 1.62 -1.51
H -3.07 1.12 0.52
H -2.25 0.55 -0.53
O -2.64 1.37 -0.29
*
```

SMILES: O=C(O)CCO.O
F_max: 1.87 eV/A
LUMO: 0.54 eV
HOMO energy: -0.3857 Ha
ΔE to the lowest compared entry with this formula, charge and spin: 0.618 eV



(4)
Density functional theory data (ωB97M-V with the def2-TZVPD basis set) for C35H27Cl5N3O5STc as an isolated structure in a non-equilibrium geometry.

```
! RIJCOSX wB97M-V def2-TZVPD def2/J DEFGRID3
* xyz -1 4
Tc 11.14 12.79 13.47
C 11.71 7.63 18.98
C 11.25 8.84 18.26
C 12.10 9.92 18.13
C 11.76 11.12 17.54
C 10.43 11.28 17.14
C 9.55 10.20 17.25
C 10.01 8.96 17.73
S 9.89 12.85 16.63
O 8.61 12.62 16.01
O 9.93 13.68 17.77
N 11.01 13.28 15.63
C 11.82 14.42 16.02
C 12.75 14.75 14.87
O 13.55 15.64 15.05
O 12.51 14.21 13.74
H 12.27 7.98 19.83
H 12.43 6.95 18.47
H 10.80 7.06 19.20
H 13.10 9.80 18.59
H 12.46 11.93 17.39
H 8.54 10.35 17.01
H 9.19 8.22 17.71
H 12.38 14.29 16.96
H 11.24 15.31 16.24
Cl 12.88 10.65 10.55
C 11.67 11.85 10.28
C 11.23 12.68 11.33
C 10.21 13.48 10.95
Cl 9.63 14.44 12.29
C 9.60 13.58 9.70
Cl 8.44 14.79 9.34
C 10.09 12.77 8.67
Cl 9.29 12.85 7.09
C 11.20 11.96 8.98
Cl 12.00 11.16 7.64
N 12.04 11.06 14.03
C 12.31 9.93 14.08
N 12.49 8.66 14.08
C 11.43 7.77 14.55
C 11.17 6.75 13.47
O 12.38 6.11 13.03
C 13.21 7.09 12.41
C 13.70 8.02 13.50
H 10.59 8.36 14.83
H 11.81 7.25 15.48
H 10.68 7.19 12.54
H 10.49 5.99 13.92
H 12.67 7.76 11.70
H 14.03 6.58 11.88
H 14.44 8.78 13.32
H 14.17 7.29 14.25
C 9.57 11.40 13.27
C 8.70 10.55 12.98
C 7.89 9.47 12.60
C 8.06 8.91 11.29
C 9.35 9.02 10.71
C 9.59 8.67 9.40
C 8.50 8.34 8.60
C 7.21 8.31 9.09
C 6.98 8.61 10.48
C 6.95 8.97 13.68
C 6.32 7.75 13.39
C 5.49 7.19 14.34
C 5.22 7.91 15.54
C 5.79 9.18 15.74
C 6.70 9.67 14.84
H 10.08 9.42 11.45
H 10.55 8.85 8.89
H 8.74 7.97 7.59
H 6.39 8.04 8.42
H 5.92 8.55 10.81
H 6.54 7.20 12.55
H 4.89 6.30 14.21
H 4.37 7.55 16.13
H 5.42 9.69 16.61
H 7.21 10.62 15.02
*
```

F_max: 4.07 eV/A
LUMO (spin up / spin down): 2.14 / 1.48 eV
HOMO energy (spin up / spin down): -0.1507 / -0.1841 Ha